1.
Computed, not measured: C46H45CsN5O6P as an isolated structure, with ωB97M-V with the def2-TZVPD basis set.

Values from the calculation:
ΔE to the lowest compared entry with this formula, charge and spin: 9.3 kcal per mole
Net charge: -2

Positions of all 104 atoms, in Å:
Cs (1.2070, 0.2681, 0.4534)
C (-5.3873, -1.1522, 5.0735)
C (-5.0988, -1.7178, 3.8147)
N (-4.9874, -1.0178, 2.7171)
C (-5.1490, 0.3251, 2.7636)
C (-5.4637, 0.9911, 3.9754)
C (-5.5718, 0.1982, 5.1403)
C (-5.6569, 2.3929, 3.9983)
C (-5.5358, 3.0799, 2.8156)
C (-5.2327, 2.4542, 1.6073)
C (-5.0011, 1.0713, 1.5115)
N (-4.5765, 0.4217, 0.4275)
C (-4.8788, 0.8496, -0.8181)
C (-6.1023, 1.4239, -1.1810)
C (-6.4430, 1.7101, -2.5067)
C (-5.5790, 1.4481, -3.5401)
C (-4.3178, 0.8808, -3.2354)
C (-3.3728, 0.5944, -4.2567)
C (-2.1767, 0.0268, -3.9352)
C (-1.9112, -0.2387, -2.5723)
N (-2.7308, 0.0623, -1.6061)
C (-3.9508, 0.5844, -1.9012)
H (-5.4579, -1.7830, 5.9514)
H (-4.9509, -2.7914, 3.7232)
H (-5.7965, 0.6850, 6.0848)
H (-5.8846, 2.8918, 4.9328)
H (-5.6634, 4.1587, 2.8096)
H (-5.1289, 3.0614, 0.7170)
H (-6.8223, 1.6232, -0.3963)
H (-7.4210, 2.1358, -2.7096)
H (-5.8316, 1.6635, -4.5720)
H (-3.6272, 0.8314, -5.2853)
H (-1.4198, -0.2182, -4.6698)
H (-0.9526, -0.6981, -2.3331)
C (5.3965, 0.0645, 2.5231)
C (4.1160, 0.8480, 2.2435)
O (3.0516, 0.2837, 2.4865)
C (4.2277, 2.2019, 1.7196)
C (5.5091, 2.7690, 1.5595)
C (5.7157, 4.0691, 1.1751)
C (4.5846, 4.8814, 0.9493)
C (3.3227, 4.3880, 1.0803)
C (3.0564, 3.0055, 1.4193)
O (1.8846, 2.5642, 1.4078)
H (5.1094, -0.9296, 2.8579)
H (6.0022, 0.5471, 3.2918)
H (6.0140, -0.0229, 1.6284)
H (6.3759, 2.1486, 1.7521)
H (6.7178, 4.4605, 1.0549)
H (4.7225, 5.9194, 0.6584)
H (2.4513, 5.0032, 0.8889)
C (-3.4174, -2.8541, 0.8434)
C (-2.4020, -1.8800, 0.9521)
N (-1.2654, -2.0922, 1.5705)
C (-1.0765, -3.2935, 2.1545)
C (-2.0180, -4.3289, 2.1064)
C (-3.2213, -4.0823, 1.4098)
C (-1.7494, -5.5753, 2.7651)
C (-0.6029, -5.7731, 3.4535)
C (0.3831, -4.7333, 3.5334)
C (1.5814, -4.8780, 4.2547)
C (2.4722, -3.8350, 4.2923)
C (2.1537, -2.6573, 3.5921)
N (1.0459, -2.5005, 2.9086)
C (0.1612, -3.5083, 2.8812)
H (-4.3348, -2.5839, 0.3417)
H (-2.5677, -0.9000, 0.5119)
H (-3.9771, -4.8588, 1.3547)
H (-2.4972, -6.3583, 2.7006)
H (-0.4061, -6.7147, 3.9537)
H (1.7833, -5.8105, 4.7714)
H (3.4043, -3.9059, 4.8379)
H (2.8324, -1.8096, 3.5815)
C (4.4116, -0.8860, -4.8930)
C (4.3645, -1.1454, -3.3901)
C (5.7126, -0.8490, -2.7448)
C (3.9470, -2.5833, -3.0958)
O (3.4647, -0.1947, -2.7914)
P (1.8319, -0.3903, -2.7512)
O (1.3248, -0.6779, -4.1225)
O (1.4686, -1.2669, -1.6005)
O (1.4302, 1.0941, -2.2435)
C (1.6032, 2.3693, -2.8998)
C (2.9615, 2.9236, -2.4793)
C (1.5019, 2.2593, -4.4141)
C (0.4706, 3.2240, -2.3412)
H (5.0782, -1.6000, -5.3855)
H (4.7824, 0.1235, -5.0841)
H (3.4091, -0.9774, -5.3079)
H (6.4882, -1.4979, -3.1594)
H (5.6592, -1.0095, -1.6677)
H (5.9945, 0.1899, -2.9217)
H (4.7046, -3.2677, -3.4905)
H (2.9894, -2.8143, -3.5590)
H (3.8449, -2.7357, -2.0227)
H (3.7599, 2.2649, -2.8172)
H (3.0186, 3.0119, -1.3938)
H (3.1097, 3.9180, -2.9108)
H (2.2970, 1.6400, -4.8257)
H (1.5795, 3.2672, -4.8326)
H (0.5527, 1.8175, -4.7126)
H (0.5672, 3.3174, -1.2585)
H (-0.4929, 2.7662, -2.5686)
H (0.4993, 4.2245, -2.7806)

Forces on atoms 1 to 2 (eV/Å):
Cs -1.518 -0.710 1.098
C 0.005 -0.012 -0.088

These are the Löwdin partial charges, in e, on atoms 1 to 4: 1.405 -0.090 -0.167 0.125


2.
Computed, not measured: C46H45FN10O3RbSe as an isolated structure, with ωB97M-V with the def2-TZVPD basis set.

Values from the calculation:
ΔE to the lowest compared entry with this formula, charge and spin: 16.5 kcal per mole
Net charge: +1

Positions of all 107 atoms, in Å:
Rb (2.8550, -1.9472, 0.8042)
N (-2.0654, -2.7453, 1.7725)
C (-0.7916, -2.4907, 1.4005)
N (0.2509, -2.7452, 2.1047)
C (0.0918, -3.3376, 3.3610)
N (1.0769, -3.6811, 4.0959)
N (2.3444, -3.3227, 3.7907)
C (3.2136, -4.2023, 3.5210)
C (4.6499, -3.8250, 3.4542)
C (5.6017, -4.7191, 3.9317)
C (6.9337, -4.3445, 3.9323)
C (7.2762, -3.0947, 3.4433)
C (6.2628, -2.2804, 2.9624)
N (4.9772, -2.6278, 2.9589)
C (-1.2764, -3.5791, 3.8623)
C (-1.5379, -4.1029, 5.1265)
C (-2.8367, -4.3107, 5.5476)
C (-3.8996, -3.9938, 4.7021)
C (-3.6607, -3.4742, 3.4466)
C (-2.3482, -3.2695, 3.0284)
H (-2.8193, -2.4976, 1.1564)
H (-0.6625, -2.0346, 0.4249)
H (2.9614, -5.2589, 3.4082)
H (5.2909, -5.6849, 4.3096)
H (7.6930, -5.0171, 4.3109)
H (8.3051, -2.7614, 3.4196)
H (6.4913, -1.3065, 2.5431)
H (-0.6967, -4.3456, 5.7623)
H (-3.0288, -4.7218, 6.5297)
H (-4.9192, -4.1543, 5.0285)
H (-4.4829, -3.2274, 2.7836)
C (4.7009, 0.6026, -2.2468)
C (4.3842, 0.9749, -0.8220)
C (5.3163, 0.7756, 0.1970)
C (5.0085, 1.0765, 1.5177)
C (3.7574, 1.5848, 1.8463)
C (2.8251, 1.8037, 0.8410)
C (3.1419, 1.5032, -0.4780)
H (5.7741, 0.6467, -2.4361)
H (4.1992, 1.2756, -2.9456)
H (4.3564, -0.4136, -2.4536)
H (6.2966, 0.3846, -0.0535)
H (5.7478, 0.9245, 2.2948)
H (3.5153, 1.8150, 2.8761)
H (1.8417, 2.1878, 1.0854)
H (2.4061, 1.6794, -1.2547)
F (-2.1503, 3.4383, -2.2647)
C (-1.6072, 2.3349, -2.8359)
C (-0.8821, 1.4694, -2.0682)
C (-0.3613, 0.3034, -2.6287)
C (0.4707, -0.5877, -1.7951)
O (0.6608, -0.3521, -0.6032)
C (1.0738, -1.6921, -2.5051)
C (0.7638, -1.9169, -3.7932)
N (-0.0936, -1.1344, -4.5385)
C (-0.3660, -1.4929, -5.9063)
C (-1.7779, -1.8167, -6.3009)
C (-0.7531, -2.9065, -6.2018)
C (-0.6050, 0.0189, -3.9835)
C (-1.3115, 0.9492, -4.7575)
C (-1.8101, 2.1114, -4.1992)
N (-2.4788, 3.0456, -5.0390)
C (-3.6638, 2.6280, -5.7664)
C (-3.5843, 3.2256, -7.1894)
N (-2.5564, 4.3203, -7.1463)
C (-2.8213, 5.2456, -5.9942)
C (-2.5396, 4.4557, -4.6909)
C (2.0569, -2.5712, -1.7451)
O (1.5388, -3.3692, -0.9352)
O (3.2657, -2.3383, -1.9545)
H (-0.7191, 1.6670, -1.0123)
H (1.2021, -2.7422, -4.3394)
H (0.2557, -0.9878, -6.6385)
H (-2.1145, -1.5108, -7.2836)
H (-2.5317, -1.7702, -5.5254)
H (-0.3726, -3.3490, -7.1113)
H (-0.8283, -3.5879, -5.3652)
H (-1.4371, 0.7746, -5.8189)
H (-4.5769, 2.9747, -5.2672)
H (-3.7079, 1.5448, -5.8192)
H (-4.5254, 3.6653, -7.5102)
H (-3.2564, 2.5013, -7.9316)
H (-2.4926, 4.8155, -8.0330)
H (-1.6634, 3.8610, -6.9456)
H (-3.8586, 5.5624, -6.0735)
H (-2.1795, 6.1162, -6.0945)
H (-3.3236, 4.6859, -3.9661)
H (-1.5882, 4.7589, -4.2622)
C (-3.2950, 3.2960, 2.6019)
N (-2.5373, 2.5891, 3.6120)
C (-1.5954, 1.6396, 3.3677)
Se (-1.0242, 0.9484, 1.7756)
N (-1.1270, 1.2612, 4.5827)
C (-1.7584, 1.9524, 5.6091)
C (-1.6346, 1.9062, 6.9858)
C (-2.4532, 2.7534, 7.7200)
C (-3.3611, 3.6101, 7.0947)
C (-3.4822, 3.6495, 5.7119)
C (-2.6622, 2.8041, 4.9855)
H (-2.9030, 3.0116, 1.6295)
H (-3.1857, 4.3713, 2.7437)
H (-4.3507, 3.0291, 2.6613)
H (-0.4105, 0.5603, 4.6730)
H (-0.9320, 1.2395, 7.4688)
H (-2.3865, 2.7472, 8.7997)
H (-3.9841, 4.2549, 7.7002)
H (-4.1888, 4.3100, 5.2259)

Forces on atoms 1 to 2 (eV/Å):
Rb 0.449 0.577 1.100
N -0.018 -0.107 0.007

These are the Löwdin partial charges, in e, on atoms 1 to 4: 0.942 0.119 -0.208 0.101


3.
Computed, not measured: a 7-piece molecular cluster, C46H46BN4O15 overall, with ωB97M-V with the def2-TZVPD basis set.

Values from the calculation:
ΔE to the lowest compared entry with this formula, charge and spin: 0.0 kcal per mole
Net charge: +1

Positions of all 112 atoms, in Å:
C (-3.9250, -3.5505, 4.6693)
C (-4.7967, -3.2369, 3.4282)
O (-4.6040, -3.8300, 2.4299)
N (-5.8234, -2.2436, 3.5255)
C (-5.3669, -0.8925, 3.1285)
C (-4.7578, -0.7914, 1.7112)
C (-3.9563, 0.5666, 1.6769)
C (-2.4661, 0.3771, 2.0781)
C (-2.1192, 0.8335, 3.5327)
N (-2.9610, 1.8558, 4.1937)
C (-2.6662, 1.5784, 5.5889)
N (-2.4706, 2.5315, 6.5209)
N (-2.6600, 0.2541, 5.7632)
C (-2.0123, -0.3125, 4.5444)
C (-0.5697, -0.7140, 4.9894)
B (0.3263, -1.1325, 3.7108)
O (0.3530, -2.4341, 3.2281)
O (1.0914, -0.1916, 3.0324)
H (-4.4577, -4.2753, 5.3060)
H (-2.9557, -3.9338, 4.3206)
H (-3.7870, -2.6298, 5.2680)
H (-6.0115, -2.1713, 4.5292)
H (-6.2655, -0.2508, 3.1223)
H (-4.6887, -0.4169, 3.8732)
H (-5.5310, -0.7919, 0.9265)
H (-4.0316, -1.5808, 1.4695)
H (-3.9743, 0.9898, 0.6601)
H (-4.5159, 1.2639, 2.3234)
H (-2.1448, -0.6817, 1.9997)
H (-1.8191, 0.9348, 1.3791)
H (-1.1404, 1.3372, 3.3990)
H (-3.9624, 1.5992, 4.2058)
H (-3.2420, 2.9643, 7.0142)
H (-1.5382, 2.8690, 6.7221)
H (-2.2807, -0.0195, 6.6709)
H (-2.4263, -1.2380, 4.1128)
H (-0.6181, -1.6008, 5.6495)
H (-0.0463, 0.1124, 5.5066)
H (-0.5580, -2.7599, 3.3180)
H (0.5119, 0.3224, 2.4373)
C (2.6836, 2.4744, -1.0092)
C (1.9702, 2.4171, 0.1142)
C (0.6697, 1.7202, 0.1571)
O (0.0074, 1.6613, 1.1873)
C (0.1844, 1.0864, -1.0881)
C (0.8925, 1.1409, -2.2114)
C (2.1992, 1.8386, -2.2596)
O (2.8463, 1.8871, -3.2821)
H (3.6395, 2.9809, -1.0643)
H (2.3060, 2.8723, 1.0370)
H (-0.7713, 0.5798, -1.0320)
H (0.5539, 0.6832, -3.1324)
C (3.4232, -2.2305, 1.4945)
C (3.2918, -3.3812, 2.1482)
C (3.8196, -4.6495, 1.5901)
O (3.6966, -5.6989, 2.1865)
C (4.5020, -4.5813, 0.2736)
C (4.6350, -3.4268, -0.3799)
C (4.1047, -2.1631, 0.1830)
O (4.2229, -1.1071, -0.4089)
H (3.0421, -1.2962, 1.8887)
H (2.7978, -3.4422, 3.1088)
H (4.8830, -5.5152, -0.1203)
H (5.1312, -3.3536, -1.3416)
C (6.7214, 5.4075, -4.0858)
C (7.3498, 5.0581, -5.2059)
C (6.8228, 3.9810, -6.0802)
O (7.3962, 3.6610, -7.0992)
C (5.5690, 3.3117, -5.6585)
C (4.9409, 3.6622, -4.5382)
C (5.4684, 4.7365, -3.6668)
O (4.8928, 5.0555, -2.6434)
H (7.0910, 6.1897, -3.4346)
H (8.2656, 5.5365, -5.5291)
H (5.1986, 2.5286, -6.3087)
H (4.0244, 3.1859, -4.2099)
C (5.7384, -1.8250, -6.2367)
C (6.0664, -2.0310, -4.9647)
C (5.7552, -3.3082, -4.2876)
O (6.0540, -3.4872, -3.1226)
C (5.0663, -4.3549, -5.0788)
C (4.7367, -4.1513, -6.3518)
C (5.0473, -2.8688, -7.0312)
O (4.7469, -2.6849, -8.1922)
H (5.9567, -0.8977, -6.7463)
H (6.5708, -1.2809, -4.3691)
H (4.8484, -5.2831, -4.5654)
H (4.2319, -4.9024, -6.9463)
C (-9.7128, 0.2044, 6.6553)
C (-8.4477, -0.0859, 6.3614)
C (-7.5478, 0.9245, 5.7635)
O (-6.3880, 0.6561, 5.4923)
C (-8.1031, 2.2712, 5.5042)
C (-9.3676, 2.5654, 5.7966)
C (-10.2730, 1.5541, 6.3968)
O (-11.4215, 1.8197, 6.6651)
H (-10.3866, -0.5213, 7.0924)
H (-8.0221, -1.0648, 6.5437)
H (-7.4276, 2.9958, 5.0665)
H (-9.7917, 3.5445, 5.6135)
C (1.8163, 1.5453, -6.8331)
C (0.7691, 1.9617, -7.5406)
C (0.4036, 1.3166, -8.8261)
O (-0.5494, 1.6976, -9.4707)
C (1.2489, 0.1902, -9.2902)
C (2.2968, -0.2264, -8.5821)
C (2.6598, 0.4189, -7.2991)
O (3.6138, 0.0391, -6.6506)
H (2.1003, 2.0034, -5.8928)
H (0.1407, 2.7821, -7.2171)
H (0.9667, -0.2681, -10.2294)
H (2.9270, -1.0467, -8.9046)

Forces on atoms 1 to 2 (eV/Å):
C -0.612 0.777 0.026
C 0.044 0.473 1.653

These are the Löwdin partial charges, in e, on atoms 1 to 4: 0.004 -0.527 0.123 0.050


4.
Computed, not measured: C46H46F5IrN6O2S as an isolated structure, with ωB97M-V with the def2-TZVPD basis set.

Values from the calculation:
ΔE to the lowest compared entry with this formula, charge and spin: 0.0 kcal per mole
Net charge: 0

Positions of all 107 atoms, in Å:
Ir (0.3005, -0.2927, -0.2683)
C (-1.9350, 3.0033, -3.0246)
C (-0.5950, 2.2772, -3.1329)
C (0.4548, 3.1817, -3.7899)
C (-0.6616, 0.9613, -3.8757)
C (-1.4672, 0.8893, -5.0026)
C (-1.4626, -0.2331, -5.8074)
C (-0.6157, -1.2710, -5.4883)
C (0.2095, -1.2590, -4.3605)
C (1.0590, -2.5342, -4.2637)
C (0.1919, -3.7078, -3.7980)
C (2.3914, -2.5156, -3.5248)
C (0.1480, -0.1356, -3.5112)
N (0.9071, -0.0799, -2.2808)
C (2.2155, 0.2148, -2.4028)
O (2.8157, 0.6080, -3.3997)
C (2.9993, -0.0091, -1.1262)
C (4.3758, 0.0417, -1.0350)
C (4.9647, -0.1878, 0.2040)
C (4.1765, -0.4455, 1.3177)
C (2.8045, -0.4756, 1.1554)
N (2.2723, -0.2654, -0.0398)
C (1.8122, -0.6930, 2.2658)
O (2.2367, -1.0179, 3.3698)
N (0.5346, -0.3971, 1.9319)
C (-0.2490, -0.0440, 3.0896)
C (-1.2510, -0.8750, 3.6203)
C (-2.0353, -0.4047, 4.6753)
C (-1.8030, 0.8140, 5.2777)
C (-0.7340, 1.5719, 4.8374)
C (0.0536, 1.1695, 3.7637)
C (1.2678, 2.0373, 3.4518)
C (2.3895, 1.7990, 4.4746)
C (0.9596, 3.5411, 3.4622)
C (-1.5402, -2.3076, 3.2001)
C (-2.5216, -2.3343, 2.0339)
C (-0.3102, -3.1800, 2.9718)
H (-1.8374, 3.8621, -2.3550)
H (-2.7131, 2.3453, -2.6340)
H (-2.2668, 3.3912, -3.9896)
H (-0.2662, 2.0473, -2.1292)
H (0.1606, 3.4136, -4.8165)
H (1.4284, 2.6911, -3.8246)
H (0.5472, 4.1264, -3.2464)
H (-2.0906, 1.7334, -5.2668)
H (-2.0906, -0.2864, -6.6876)
H (-0.5728, -2.1370, -6.1395)
H (1.3176, -2.7402, -5.3074)
H (-0.2183, -3.5126, -2.8102)
H (0.7827, -4.6253, -3.7481)
H (-0.6456, -3.8758, -4.4763)
H (2.2685, -2.4086, -2.4504)
H (3.0396, -1.7220, -3.8888)
H (2.8937, -3.4699, -3.6996)
H (4.9449, 0.2552, -1.9288)
H (6.0424, -0.1657, 0.2997)
H (4.5858, -0.6351, 2.2997)
H (-2.8157, -1.0521, 5.0609)
H (-2.4093, 1.1440, 6.1122)
H (-0.4912, 2.4934, 5.3531)
H (1.6379, 1.7693, 2.4603)
H (2.0466, 2.1044, 5.4664)
H (3.2608, 2.4088, 4.2212)
H (2.6856, 0.7557, 4.5195)
H (0.8998, 3.9187, 4.4845)
H (0.0231, 3.7885, 2.9666)
H (1.7603, 4.0927, 2.9654)
H (-2.0591, -2.7450, 4.0585)
H (-2.1311, -1.7639, 1.1921)
H (-3.4713, -1.8892, 2.3410)
H (-2.7191, -3.3543, 1.6963)
H (0.2144, -2.9106, 2.0608)
H (-0.6203, -4.2244, 2.8877)
H (0.3906, -3.0900, 3.8019)
C (-4.7473, -0.1050, 0.6902)
N (-3.6939, 0.8072, 1.1046)
C (-3.7521, 1.6980, 2.1638)
C (-2.6119, 2.4046, 2.1608)
N (-1.8485, 1.9363, 1.0934)
C (-2.5223, 0.9399, 0.4620)
S (-2.0132, 0.0547, -0.8778)
C (-0.7236, 2.6131, 0.5669)
C (-0.7737, 4.0000, 0.5696)
C (0.3215, 4.7150, 0.1316)
C (1.4274, 4.0121, -0.3095)
C (1.3656, 2.6347, -0.3369)
N (0.3105, 1.9208, 0.0831)
H (-5.3984, -0.2905, 1.5407)
H (-4.2963, -1.0352, 0.3535)
H (-5.3215, 0.3295, -0.1272)
H (-4.5826, 1.7170, 2.8456)
H (-2.2405, 3.1377, 2.8510)
H (-1.6722, 4.4952, 0.9088)
H (0.3048, 5.7964, 0.1281)
H (2.3170, 4.5097, -0.6672)
H (2.1955, 2.0770, -0.7372)
F (-2.0497, -2.5801, -1.0637)
C (-0.8910, -3.1420, -0.6709)
C (0.2649, -2.3841, -0.4443)
C (1.3598, -3.2295, -0.2227)
F (2.6168, -2.7604, -0.0584)
C (1.3185, -4.6138, -0.1502)
F (2.4390, -5.3040, 0.0825)
C (0.1252, -5.2806, -0.3044)
F (0.0564, -6.6089, -0.2247)
C (-0.9891, -4.5205, -0.5747)
F (-2.1663, -5.1212, -0.7866)

Forces on atoms 1 to 2 (eV/Å):
Ir 0.000 0.083 0.025
C -0.009 0.005 -0.011

These are the Löwdin partial charges, in e, on atoms 1 to 4: 1.185 -0.076 -0.396 -0.040